# C35H51FNO5P

An isolated molecule of C35H51FNO5P at a distorted geometry (ωB97M-V/def2-TZVPD, the OMol25 dataset).

Properties
* LUMO energy: -0.58 eV
* energy above the lowest of the compared OMol25 structures with the same formula, charge and spin: 3.5651 eV

Each line ends with the Mulliken charge.
Element x y z (Å)
1 C -0.29 4.68 3.40  -1.31
2 C 0.83 3.58 3.48  0.48
3 O 0.79 2.77 4.68  -0.50
4 P 0.79 1.14 4.37  1.17
5 O 0.73 0.45 5.70  -0.84
6 C 2.42 0.73 3.53  -1.04
7 C 2.24 0.75 1.96  0.38
8 C 2.93 -0.42 1.19  -0.17
9 C 4.06 -0.17 0.28  0.81
10 C 4.63 1.28 0.03  -1.93
11 C 3.73 1.89 -1.17  0.95
12 C 4.57 2.14 -2.49  -1.29
13 F 2.73 0.92 -1.53  -0.35
14 C 4.73 -1.24 -0.46  -0.62
15 C 4.26 -2.62 -0.33  -1.12
16 C 3.13 -2.86 0.53  0.37
17 C 2.46 -1.80 1.32  0.20
18 C 1.29 -2.26 2.22  0.21
19 O 0.99 -1.82 3.30  -0.53
20 C 0.43 -3.45 1.64  -0.30
21 C 1.03 -4.41 0.88  0.44
22 C 0.20 -5.59 0.25  -0.55
23 C -1.20 -5.81 0.93  -1.01
24 C -2.36 -4.87 0.41  -0.60
25 C -2.38 -4.62 -1.15  -0.33
26 C -3.33 -3.35 -1.40  -0.80
27 C -2.83 -2.46 -2.62  -0.61
28 C -3.21 -0.94 -2.47  -0.19
29 C -2.97 -0.19 -3.87  -0.84
30 C -1.53 0.46 -3.95  -0.40
31 C -1.48 1.89 -4.63  -0.85
32 C -2.58 2.90 -4.14  -0.67
33 C -2.81 2.90 -2.58  -0.78
34 N -1.60 3.36 -1.83  0.36
35 C -0.98 4.59 -1.94  -0.28
36 C 0.17 4.56 -1.05  -1.45
37 C 0.17 3.22 -0.40  0.06
38 C -0.99 2.50 -0.93  -0.61
39 C 2.57 -4.32 0.64  -0.16
40 O 3.29 -5.29 0.52  -0.56
41 O -0.52 0.61 3.49  -0.07
42 C -1.75 1.29 3.84  -0.03
43 C -2.60 0.49 4.93  -1.09
44 H 0.14 5.70 3.22  0.31
45 H -1.02 4.46 2.57  0.27
46 H -0.90 4.76 4.35  0.37
47 H 0.73 2.95 2.54  -0.24
48 H 1.86 4.02 3.43  0.38
49 H 3.18 1.50 3.85  0.49
50 H 2.77 -0.26 3.91  0.43
51 H 1.17 0.77 1.62  0.10
52 H 2.69 1.72 1.59  0.58
53 H 4.57 1.91 0.95  0.40
54 H 5.68 1.21 -0.37  0.55
55 H 3.16 2.80 -0.85  0.12
56 H 4.18 1.44 -3.29  0.30
57 H 5.66 1.96 -2.36  0.32
58 H 4.33 3.18 -2.83  0.34
59 H 5.60 -1.03 -1.14  0.35
60 H 4.77 -3.42 -0.91  0.40
61 H -0.64 -3.42 1.90  0.34
62 H 0.18 -5.50 -0.87  0.38
63 H 0.82 -6.51 0.47  0.39
64 H -1.07 -5.68 2.03  0.34
65 H -1.48 -6.89 0.75  0.47
66 H -3.33 -5.40 0.66  0.42
67 H -2.41 -3.88 0.91  0.27
68 H -2.90 -5.48 -1.64  0.24
69 H -1.40 -4.34 -1.60  0.25
70 H -3.38 -2.67 -0.51  0.40
71 H -4.37 -3.73 -1.58  0.31
72 H -3.33 -2.83 -3.56  0.28
73 H -1.72 -2.51 -2.69  0.22
74 H -4.25 -0.76 -2.10  0.40
75 H -2.53 -0.39 -1.74  -0.08
76 H -2.99 -1.02 -4.64  0.55
77 H -3.80 0.51 -4.13  0.31
78 H -0.88 -0.22 -4.57  0.47
79 H -1.02 0.56 -2.95  0.10
80 H -0.47 2.33 -4.40  0.28
81 H -1.55 1.80 -5.75  0.37
82 H -3.55 2.66 -4.64  0.36
83 H -2.31 3.95 -4.45  0.40
84 H -3.05 1.89 -2.18  0.28
85 H -3.60 3.66 -2.36  0.32
86 H -1.29 5.45 -2.58  0.32
87 H 0.91 5.36 -0.85  0.40
88 H 0.86 2.78 0.35  0.71
89 H -1.31 1.47 -0.67  0.40
90 H -1.63 2.37 4.11  0.04
91 H -2.39 1.27 2.91  0.19
92 H -2.02 -0.41 5.22  0.27
93 H -3.57 0.14 4.48  0.32
94 H -2.89 1.15 5.79  0.30

# C35H51KN8O8S4Se2

A structure of composition C35H51KN8O8S4Se2 at a distorted geometry (ωB97M-V/def2-TZVPD, the OMol25 dataset).

Properties
* net charge: -2
* LUMO energy: 3.59 eV
* energy above the lowest of the compared OMol25 structures with the same formula, charge and spin: 0.0000 eV

Each line ends with the Mulliken charge.
Element x y z (Å)
1 K 0.50 -0.39 -0.60  1.65
2 O -2.40 -2.85 -2.25  -0.58
3 C -1.21 -3.01 -1.72  0.16
4 O -0.25 -2.29 -1.88  -0.21
5 C -1.18 -4.23 -0.80  -0.62
6 O 0.07 -4.54 -0.25  -0.45
7 C 0.42 -3.79 0.91  -0.12
8 C 1.59 -2.81 0.70  0.10
9 O 2.57 -3.19 0.05  -0.65
10 O 1.42 -1.68 1.25  -0.73
11 H -2.55 -1.86 -2.60  -0.19
12 H -1.54 -5.09 -1.37  0.37
13 H -1.93 -4.04 -0.02  0.34
14 H 0.74 -4.52 1.67  0.31
15 H -0.45 -3.25 1.30  -0.03
16 O -6.99 2.21 -2.52  -0.56
17 C -6.11 2.43 -1.39  -1.34
18 C -4.66 2.15 -1.74  2.63
19 C -4.21 3.03 -2.93  -1.29
20 O -4.60 2.59 -4.22  -0.65
21 C -4.49 0.65 -2.04  -1.73
22 Se -2.83 0.13 -2.98  -0.06
23 C -3.77 2.60 -0.55  -1.02
24 Se -4.36 2.24 1.31  -0.62
25 H -7.88 2.25 -2.17  0.34
26 H -6.40 1.79 -0.56  0.43
27 H -6.20 3.47 -1.04  0.40
28 H -3.12 3.11 -2.89  0.21
29 H -4.62 4.03 -2.80  0.58
30 H -4.14 1.74 -4.36  0.35
31 H -5.33 0.31 -2.65  0.50
32 H -4.53 0.12 -1.09  0.34
33 H -3.62 3.68 -0.63  0.59
34 H -2.79 2.14 -0.70  -0.27
35 N 0.06 1.68 -3.98  -0.56
36 C 0.00 2.50 -2.87  0.27
37 N 0.36 2.16 -1.68  -0.10
38 C 0.23 3.21 -0.80  -0.34
39 C -0.24 4.37 -1.34  -0.24
40 S -0.52 4.15 -3.02  -0.34
41 C 0.52 3.00 0.63  -0.60
42 C 0.25 3.87 1.63  -0.23
43 S 0.69 3.16 3.15  -0.33
44 C 1.17 1.71 2.30  -0.36
45 N 1.06 1.79 1.01  0.71
46 N 1.66 0.61 2.95  -0.29
47 H 0.21 0.72 -3.70  0.18
48 H -0.79 1.72 -4.52  0.32
49 H -0.47 5.29 -0.84  0.41
50 H -0.25 4.82 1.58  0.42
51 H 1.28 0.47 3.88  0.36
52 H 1.62 -0.24 2.38  0.40
53 C 9.26 -0.17 1.61  -1.58
54 C 7.83 -0.13 1.16  0.75
55 C 6.96 0.85 1.62  -1.09
56 C 5.64 0.91 1.20  0.89
57 C 4.75 2.00 1.75  -1.13
58 C 5.18 -0.03 0.27  0.15
59 C 3.78 0.08 -0.20  1.03
60 O 3.33 -0.43 -1.20  -0.36
61 C 6.03 -1.04 -0.21  0.75
62 C 5.58 -2.10 -1.17  -0.60
63 C 7.34 -1.07 0.25  -1.08
64 H 9.39 0.34 2.56  0.37
65 H 9.91 0.31 0.88  0.28
66 H 9.61 -1.20 1.72  0.38
67 H 7.32 1.58 2.34  0.29
68 H 5.33 2.65 2.41  0.36
69 H 3.92 1.58 2.32  0.13
70 H 4.32 2.62 0.96  0.36
71 H 3.12 0.71 0.42  -0.46
72 H 4.68 -2.60 -0.79  0.05
73 H 6.37 -2.85 -1.30  0.32
74 H 5.34 -1.68 -2.15  0.09
75 H 8.00 -1.85 -0.10  0.32
76 C -3.89 1.23 5.22  -0.87
77 C -2.70 1.93 4.59  -0.48
78 N -1.90 0.93 3.90  -0.35
79 C -2.56 0.16 2.92  0.15
80 N -1.92 -0.10 1.86  0.32
81 C -2.63 -0.80 0.81  3.55
82 C -3.68 -1.76 1.34  -0.64
83 C -4.60 -0.98 2.25  -0.76
84 N -3.82 -0.29 3.28  0.12
85 C -4.67 0.55 4.11  -0.53
86 H -4.53 1.94 5.74  0.41
87 H -3.53 0.48 5.94  0.33
88 H -2.08 2.41 5.35  0.46
89 H -3.06 2.71 3.90  0.18
90 H -1.13 1.36 3.41  -0.06
91 H -1.93 -1.34 0.18  -1.99
92 H -3.11 -0.05 0.18  -1.86
93 H -3.21 -2.59 1.88  0.40
94 H -4.26 -2.19 0.52  0.52
95 H -5.33 -1.62 2.76  0.36
96 H -5.14 -0.23 1.65  0.21
97 H -5.46 -0.09 4.53  0.32
98 H -5.16 1.31 3.49  0.19
99 S 3.84 -1.10 -4.77  -0.41
100 C 3.03 -2.45 -4.25  0.31
101 N 2.78 -2.83 -3.01  0.54
102 C 2.24 -4.17 -2.80  -0.16
103 C 1.45 -4.47 -4.07  -0.46
104 S 2.38 -3.64 -5.38  -0.22
105 H 3.00 -2.24 -2.21  -0.47
106 H 1.63 -4.18 -1.90  -0.18
107 H 3.06 -4.88 -2.68  0.37
108 H 0.45 -4.05 -4.02  0.10
109 H 1.39 -5.54 -4.26  0.46

# C35H51MnNP2

A structure of composition C35H51MnNP2 at a distorted geometry (ωB97M-V/def2-TZVPD, the OMol25 dataset).

Properties
* net charge: +1
* LUMO energy (alpha / beta): -2.36 / -3.57 eV
* spin multiplicity: 5
* energy above the lowest of the compared OMol25 structures with the same formula, charge and spin: 2.1675 eV

Each line ends with the Löwdin spin population.
Element x y z (Å)
1 Mn 0.98 1.31 -0.42  2.96
2 C 1.77 2.72 1.12  -0.01
3 C 1.54 3.33 -0.18  0.00
4 C -0.51 2.98 0.88  0.02
5 C 0.49 2.52 1.75  -0.01
6 C 0.10 3.44 -0.33  -0.04
7 C 3.10 2.61 1.77  0.00
8 H 3.89 2.39 1.04  0.00
9 H 3.13 1.82 2.54  0.00
10 H 3.37 3.56 2.27  0.00
11 C 0.23 2.08 3.14  0.00
12 H 1.13 1.70 3.63  0.00
13 H -0.54 1.30 3.16  0.00
14 H -0.16 2.90 3.74  0.00
15 C -1.94 3.08 1.24  0.00
16 H -2.11 3.83 2.03  0.00
17 H -2.29 2.12 1.65  0.00
18 H -2.57 3.34 0.39  0.00
19 C -0.58 4.16 -1.43  0.00
20 H -0.64 5.24 -1.20  0.00
21 H -1.61 3.81 -1.58  0.00
22 H -0.05 4.05 -2.38  0.00
23 C 2.56 3.88 -1.11  0.01
24 H 2.78 4.93 -0.88  0.00
25 H 2.22 3.83 -2.15  0.00
26 H 3.50 3.32 -1.04  0.00
27 C 2.56 -3.43 -1.91  0.00
28 C 3.74 -2.82 -2.10  0.00
29 C 4.35 -2.54 -3.45  0.00
30 C 3.33 -2.28 -4.62  0.00
31 C 2.09 -1.53 -4.27  0.00
32 C 0.90 -2.12 -4.00  0.00
33 C 0.73 -3.60 -3.75  0.00
34 C 1.89 -4.27 -2.95  0.00
35 H 4.99 -3.39 -3.75  0.00
36 H 3.08 -3.25 -5.09  0.00
37 H 5.02 -1.67 -3.39  0.00
38 H 2.65 -4.60 -3.68  0.00
39 H 2.12 -3.49 -0.90  0.00
40 H 4.44 -2.70 -1.26  0.00
41 H 1.49 -5.18 -2.47  0.00
42 H -0.22 -3.79 -3.23  0.00
43 H -0.05 -1.58 -4.05  0.00
44 H 0.64 -4.11 -4.73  0.00
45 H 3.86 -1.68 -5.38  0.00
46 H 2.17 -0.44 -4.40  0.00
47 P 1.63 -0.68 0.11  0.00
48 C 1.84 -1.89 1.39  -0.01
49 C 3.22 -0.13 -0.62  0.03
50 P -0.36 0.30 -1.83  -0.01
51 C 0.52 -1.23 -1.24  0.03
52 C 0.17 0.98 -3.43  0.01
53 C -2.14 0.08 -1.92  -0.01
54 H 0.96 -1.87 2.05  0.00
55 H 2.72 -1.64 1.98  0.00
56 H 1.96 -2.90 0.97  0.00
57 H 3.52 -0.76 -1.47  0.00
58 H 3.98 -0.22 0.17  0.00
59 H 3.20 0.92 -0.95  0.01
60 H -2.39 -0.71 -2.64  0.00
61 H -2.60 1.02 -2.26  0.00
62 H -2.56 -0.18 -0.94  0.00
63 H -0.20 -1.99 -0.90  0.00
64 H 1.15 -1.71 -1.98  0.00
65 H -0.59 1.70 -3.78  0.00
66 H 0.30 0.22 -4.19  0.00
67 H 1.12 1.53 -3.32  0.01
68 C -4.10 -2.52 0.32  0.01
69 C -2.77 -2.57 0.75  0.00
70 C -2.27 -1.55 1.55  0.03
71 C -3.11 -0.50 1.97  0.05
72 C -4.45 -0.44 1.49  0.03
73 C -4.93 -1.44 0.67  0.00
74 N -2.62 0.41 2.88  0.50
75 C -3.08 0.40 4.15  0.03
76 C -3.21 1.66 4.81  0.11
77 C -3.69 1.72 6.11  -0.01
78 C -4.04 0.54 6.78  0.13
79 C -3.87 -0.71 6.17  -0.01
80 C -3.41 -0.79 4.87  0.11
81 H -4.50 -3.34 -0.28  0.00
82 H -2.12 -3.41 0.48  0.00
83 H -1.25 -1.55 1.95  0.00
84 H -5.08 0.40 1.83  0.00
85 H -5.96 -1.40 0.31  0.00
86 H -2.94 2.55 4.23  0.00
87 H -3.80 2.70 6.58  0.00
88 H -4.44 0.60 7.79  0.01
89 H -4.11 -1.63 6.71  0.00
90 H -3.30 -1.74 4.35  0.00

# C35H51N5PSi

A cluster of 5 separate species, C35H51N5PSi in total (ωB97M-V/def2-TZVPD, the OMol25 dataset).

Properties
* net charge: +1
* LUMO energy: -3.17 eV

Each line ends with the Mulliken charge.
Element x y z (Å)
1 C 2.27 3.80 -0.24  -1.26
2 C 1.96 2.72 -1.28  1.25
3 C 3.03 1.63 -1.38  -1.06
4 N 2.73 0.49 -0.47  0.07
5 C 3.20 0.65 0.82  -0.15
6 N 4.43 1.01 1.19  -0.72
7 N 4.42 1.09 2.50  -0.17
8 N 3.24 0.80 2.95  0.76
9 P 2.88 0.68 4.76  -0.17
10 C 1.62 2.00 4.92  0.60
11 C 0.58 1.62 6.00  -1.51
12 C 4.45 1.42 5.33  -0.56
13 C 4.61 2.94 5.31  -1.22
14 N 2.41 0.51 1.91  0.36
15 Si 0.59 0.05 1.94  0.05
16 C -0.33 1.66 1.75  -1.16
17 C 0.20 -0.87 3.51  -1.18
18 C 0.19 -1.03 0.50  -0.84
19 H 1.36 4.24 0.17  0.32
20 H 2.87 3.41 0.58  0.21
21 H 2.85 4.61 -0.68  0.43
22 H 1.82 3.14 -2.27  -0.58
23 H 1.03 2.22 -1.01  -0.05
24 H 4.02 2.03 -1.16  0.36
25 H 3.06 1.22 -2.39  0.44
26 H 3.08 -0.38 -0.86  0.32
27 H 2.10 2.93 5.19  0.63
28 H 1.14 2.18 3.97  -0.64
29 H 0.78 2.14 6.93  0.38
30 H -0.42 1.87 5.67  0.37
31 H 0.60 0.55 6.23  0.40
32 H 5.24 0.97 4.73  0.40
33 H 4.58 1.02 6.33  0.52
34 H 4.07 3.41 6.13  0.37
35 H 5.66 3.20 5.43  0.35
36 H 4.25 3.38 4.38  0.28
37 H -0.53 1.85 0.70  0.40
38 H 0.22 2.53 2.12  0.34
39 H -1.27 1.62 2.29  0.48
40 H -0.50 -0.31 4.13  0.30
41 H -0.28 -1.80 3.20  0.50
42 H 1.06 -1.15 4.12  0.53
43 H -0.88 -1.23 0.62  0.09
44 H 0.72 -1.98 0.48  0.40
45 H 0.32 -0.51 -0.44  0.29
46 C -0.06 4.56 -3.99  -0.33
47 C -1.00 4.05 -4.88  -0.44
48 C -0.85 4.28 -6.24  -0.39
49 C 0.23 5.01 -6.71  -0.41
50 C 1.17 5.52 -5.82  -0.51
51 C 1.02 5.29 -4.46  -0.36
52 H -0.17 4.38 -2.93  0.46
53 H -1.84 3.47 -4.51  0.38
54 H -1.58 3.88 -6.93  0.41
55 H 0.34 5.18 -7.77  0.39
56 H 2.01 6.09 -6.19  0.40
57 H 1.75 5.70 -3.76  0.44
58 C 4.12 1.80 -6.09  -0.65
59 C 3.80 0.66 -6.82  -0.39
60 C 2.55 0.07 -6.67  -0.40
61 C 1.62 0.62 -5.80  -0.76
62 C 1.94 1.76 -5.07  0.04
63 C 3.19 2.35 -5.22  -0.11
64 H 5.09 2.26 -6.22  0.38
65 H 4.52 0.23 -7.50  0.38
66 H 2.30 -0.82 -7.23  0.38
67 H 0.64 0.17 -5.68  0.39
68 H 1.22 2.20 -4.40  0.34
69 H 3.44 3.24 -4.66  0.42
70 C -4.85 -3.98 2.86  -0.21
71 C -4.83 -3.82 1.48  -0.17
72 C -4.27 -2.69 0.92  -0.68
73 C -3.72 -1.71 1.73  -0.28
74 C -3.73 -1.86 3.11  -0.42
75 C -4.30 -3.00 3.68  -0.61
76 H -5.29 -4.86 3.30  0.38
77 H -5.26 -4.59 0.85  0.26
78 H -4.26 -2.57 -0.16  0.38
79 H -3.29 -0.82 1.29  0.55
80 H -3.31 -1.10 3.75  0.42
81 H -4.32 -3.12 4.75  0.38
82 C -6.71 -7.32 1.01  -0.20
83 C -5.34 -7.55 1.12  -0.07
84 C -4.76 -8.58 0.39  -0.56
85 C -5.53 -9.37 -0.44  -0.36
86 C -6.89 -9.14 -0.55  -0.38
87 C -7.48 -8.11 0.17  -0.48
88 H -7.17 -6.52 1.58  0.35
89 H -4.74 -6.94 1.77  0.26
90 H -3.69 -8.77 0.48  0.36
91 H -5.07 -10.17 -1.01  0.36
92 H -7.50 -9.75 -1.20  0.36
93 H -8.55 -7.93 0.09  0.36

# C35H52AlP4S

A structure of composition C35H52AlP4S at a distorted geometry (ωB97M-V/def2-TZVPD, the OMol25 dataset).

Properties
* net charge: +3
* LUMO energy (alpha / beta): -11.09 / -11.09 eV

Each line ends with the Mulliken charge.
Element x y z (Å)
1 Al -0.34 -1.12 -0.59  0.19
2 P -1.08 -0.18 1.66  0.71
3 P 2.01 -1.05 0.26  0.90
4 P -0.83 -3.36 0.04  1.00
5 H 0.56 1.03 -2.15  -0.88
6 C -0.24 0.32 -2.33  0.95
7 C -1.49 0.39 -1.66  -0.17
8 H -1.69 1.23 -0.99  0.04
9 C -1.28 1.60 2.04  -0.80
10 C -0.28 -0.66 3.24  -1.28
11 C -2.80 -0.70 2.03  -1.30
12 C 3.17 -1.28 -1.14  -1.34
13 C 2.84 0.35 1.10  -0.85
14 C 2.59 -2.40 1.37  -1.33
15 C -2.55 -3.70 -0.46  -1.02
16 C -0.75 -3.95 1.78  -1.20
17 C 0.28 -4.53 -0.81  -1.35
18 H -0.18 -0.09 -3.35  0.40
19 H -2.40 0.02 -2.14  0.51
20 H -1.85 2.12 1.26  0.40
21 H -0.31 2.11 2.14  -0.27
22 H -1.83 1.71 2.99  0.68
23 H 0.75 -0.29 3.30  0.31
24 H -0.27 -1.74 3.40  0.33
25 H -0.85 -0.20 4.06  0.54
26 H -3.45 -0.40 1.20  0.36
27 H -3.13 -0.18 2.94  0.54
28 H -2.90 -1.78 2.18  0.39
29 H 4.18 -1.41 -0.74  0.53
30 H 3.14 -0.41 -1.81  0.28
31 H 2.89 -2.18 -1.72  0.39
32 H 3.90 0.09 1.26  0.67
33 H 2.38 0.58 2.07  0.25
34 H 2.80 1.26 0.47  -0.26
35 H 3.67 -2.26 1.53  0.60
36 H 2.42 -3.39 0.92  0.33
37 H 2.08 -2.36 2.34  0.30
38 H -2.72 -4.79 -0.48  0.54
39 H -2.76 -3.29 -1.45  0.18
40 H -3.25 -3.25 0.27  0.34
41 H -1.02 -5.02 1.78  0.55
42 H -1.44 -3.42 2.44  0.35
43 H 0.26 -3.85 2.18  0.34
44 H -0.31 -5.40 -1.11  0.50
45 H 1.08 -4.85 -0.13  0.47
46 H 0.74 -4.09 -1.70  0.21
47 C -1.59 -3.49 -4.83  0.92
48 C -0.80 -4.36 -5.61  -0.56
49 C -1.28 -4.91 -6.80  -0.68
50 C -2.57 -4.61 -7.24  -0.46
51 C -3.34 -3.70 -6.50  -0.64
52 C -2.86 -3.14 -5.30  -0.32
53 S -0.86 -2.94 -3.33  -0.07
54 H -1.40 -1.73 -2.82  -0.36
55 H 0.23 -4.53 -5.29  0.34
56 H -0.63 -5.57 -7.38  0.39
57 H -2.97 -5.08 -8.14  0.40
58 H -4.34 -3.42 -6.87  0.38
59 H -3.44 -2.39 -4.76  0.31
60 C 4.09 5.46 2.37  -0.64
61 C 3.30 4.45 2.92  -0.77
62 C 2.32 3.83 2.14  0.12
63 C 2.16 4.20 0.79  0.02
64 C 2.96 5.22 0.24  -0.33
65 C 3.93 5.83 1.03  -0.70
66 P 0.92 3.31 -0.21  2.31
67 C -0.55 4.41 -0.17  0.45
68 C -1.65 4.13 -1.02  -0.45
69 C -2.83 4.86 -0.89  -0.83
70 C -2.93 5.88 0.06  -0.72
71 C -1.85 6.16 0.91  -0.69
72 C -0.66 5.43 0.79  -0.78
73 C 1.63 3.42 -1.88  -0.77
74 C 0.98 4.06 -2.95  -0.31
75 C 1.44 3.89 -4.25  -0.82
76 C 2.58 3.11 -4.50  -0.66
77 C 3.30 2.57 -3.43  -0.70
78 C 2.84 2.73 -2.12  -0.15
79 H 4.84 5.95 2.99  0.41
80 H 3.42 4.16 3.96  0.45
81 H 1.69 3.04 2.56  0.10
82 H 2.85 5.52 -0.81  0.48
83 H 4.54 6.63 0.61  0.44
84 H -1.59 3.36 -1.79  0.59
85 H -3.68 4.63 -1.53  0.43
86 H -3.86 6.45 0.16  0.42
87 H -1.93 6.95 1.66  0.45
88 H 0.18 5.67 1.45  0.36
89 H 0.12 4.69 -2.77  0.59
90 H 0.91 4.34 -5.08  0.48
91 H 2.92 2.95 -5.52  0.44
92 H 4.22 2.01 -3.62  0.49
93 H 3.44 2.35 -1.29  0.57

| no. | calculated total energy (eV) | molecular weight (g mol⁻¹) |
| --- | --- | --- |
| 1 | -60853.664 | 615.77 |
| 2 | -255788.321 | 1037.13 |
| 3 | -88500.361 | 602.69 |
| 4 | -61733.519 | 600.89 |
| 5 | -91700.774 | 655.75 |